Record 1
Computed, not measured: a molecular structure, C19H51N3O6Y, with ωB97M-V with the def2-TZVPD basis set.

E_tot: -1408.43283 Eh
ΔE to the lowest compared entry with this formula, charge and spin: 114.3 kJ/mol
F_max: 2.85 eV Å⁻¹
Kohn-Sham gap: 0.2907 Eh
lowest unoccupied orbital energy: -0.0953 Ha
HOMO: -0.3861 Ha

```
! wB97M-V def2-TZVPD RIJCOSX def2/J DEFGRID3
* xyz 1 1
C 0.6705 3.2220 4.6223
C -3.7859 1.6119 -1.8363
N -1.6070 -2.1474 0.8443
C 1.9502 -0.7411 2.5889
H -1.1717 -3.3567 -4.3854
C -2.5985 -2.4715 3.0700
C -3.4204 0.5429 -0.8375
Y -0.0080 -0.6951 -0.3664
H -3.1716 2.5140 -1.7791
H -3.5136 1.0387 0.1503
H -4.1855 -1.3820 -0.1340
C 3.4597 0.6594 -0.5799
H 3.9497 -0.3208 -0.7608
H 2.0483 0.3013 2.8901
H 2.7289 -0.9668 1.8601
H -3.4538 -2.7243 2.4405
H -0.9208 1.7878 -3.2684
H 0.5747 4.2666 4.9178
H 3.5087 2.1383 0.8740
H 4.3234 0.7340 1.5141
O 2.1243 0.3726 -0.3930
H 1.7610 2.4362 2.4512
C 0.0734 1.6043 -2.8650
H -1.4165 1.5550 1.0671
O 0.2479 0.2098 -2.5596
C -1.5832 -1.7344 2.2198
H 5.1742 1.6622 0.3106
C -0.9501 3.7087 0.6077
C -0.1969 -1.7781 2.8279
C 2.4337 -3.1401 -0.6979
H 0.0607 2.1038 -1.8945
H -1.5512 3.8049 1.5217
H -0.3340 1.2363 2.1420
H 2.1114 -1.4339 3.4191
H 3.2291 2.3899 -1.8275
N -0.6612 -2.2825 -2.0445
O -2.0934 0.1405 -0.9400
C -0.1688 -0.6191 -3.6598
N -0.4136 1.3578 1.1266
C -0.1094 -3.2048 -4.1877
H -0.7119 -3.2740 -1.8070
H 0.5035 -3.2011 -5.0883
H 2.9019 -2.2259 -1.0652
H -0.6195 4.7465 0.4946
O 0.6517 -0.9603 2.0436
H 3.2535 -3.6396 -0.1729
H 4.8257 1.5966 -2.0133
H 0.2093 2.5255 5.3288
C 0.2043 -2.0132 -3.2479
H 0.4274 -0.4523 -4.5609
H 1.7219 2.9056 4.6846
O 1.2675 -2.9552 0.0729
H -1.6017 -2.2031 -2.4391
H -3.6680 1.2576 -2.8706
C 0.1676 2.7478 0.9907
H -2.1641 -3.3695 3.5174
H 0.9446 1.9401 -3.4185
H -3.0532 -1.8696 3.8584
H 3.2900 0.9677 -2.7422
H 0.1471 -4.1243 -3.6514
H 0.9075 2.7449 0.1825
C 0.9316 3.1257 2.2477
O 0.0691 3.0006 3.3710
H -1.8866 -0.6776 2.2217
H -5.4482 -0.2700 -0.8017
H 0.1215 -2.8268 2.9333
H -2.4879 -1.9346 0.3841
H -1.2494 -0.4796 -3.7383
H 1.3184 4.1484 2.1620
H -1.4505 3.4143 -0.3095
H 2.2910 -3.7837 -1.5723
H -4.2657 -1.1370 -1.8334
H -1.5505 -3.1680 0.8043
H -0.2514 -1.3573 3.8370
C 4.1841 1.3167 0.6009
H 1.2742 -2.0530 -3.0415
C -4.4222 -0.6196 -0.8790
H -4.8191 1.9669 -1.7989
C 3.7623 1.4279 -1.8702
H 1.1596 -3.6373 0.7385
*
```

=====

Record 2
Computed, not measured: 6 unconnected molecules or ions with the total composition CH14O5S, with ωB97M-V with the def2-TZVPD basis set.

E_tot: -820.84943 Eh
ΔE to the lowest compared entry with this formula, charge and spin: 88.8 kJ/mol
SMILES string: CS.O.O.O.O.O
F_max: 1.51 eV Å⁻¹
Kohn-Sham gap: 0.3473 Eh
lowest unoccupied orbital energy: 0.0052 Ha
HOMO: -0.3421 Ha

```
! wB97M-V def2-TZVPD RIJCOSX def2/J DEFGRID3
* xyz 0 1
O 2.5852 -0.9469 2.2673
H 3.3208 -1.1430 1.6779
H 0.1629 -2.5546 -0.1167
H 2.2335 -1.2477 -3.5162
H -1.5557 1.8613 -0.2895
O 1.0653 -0.0932 -0.3711
O 0.6735 -2.5824 0.7184
O 2.7750 -0.4864 -3.2895
H -1.9112 -0.4235 0.1059
S -3.3749 2.0218 1.2946
C -1.9128 2.6564 0.3667
H -1.7739 -1.2381 -1.1979
H -1.1190 2.9933 1.0241
O -2.0459 -1.2947 -0.2809
H -2.2915 3.5106 -0.1905
H 2.2978 0.0970 -2.7058
H -4.0581 3.1825 1.4529
H 1.8308 -1.4816 2.0321
H -0.1160 -2.3746 1.2402
H 1.8599 -0.4750 -0.7564
H 1.3542 0.0189 0.5345
*
```